Entry 1:
70
Properties=species:S:1:pos:R:3:nbo_charge:R:1 method="wB97M-V/def2-TZVPD" smiles="O=S1(=O)OCCO1.O=S1(=O)OCCO1.O=C1CCCO1.O=C1CCCO1.O=C1CCCO1.O=C1CCCO1" orbital_gap_ev=10.000 largest_force_ev_per_a=1.94 relative_energy_kcal_mol=0.0 spin_multiplicity=1 lumo_energy_ha=0.00604
O -18.00758 1.06242 5.66048 -0.60
C -19.11814 1.09541 5.20469 0.81
O -19.61292 0.08729 4.46192 -0.49
C -20.98825 0.33035 4.13475 -0.07
C -21.31300 1.77990 4.53722 -0.44
C -20.18492 2.14906 5.48876 -0.53
H -21.61759 -0.37263 4.68270 0.20
H -21.14582 0.18592 3.06847 0.20
H -22.35613 1.83841 4.82671 0.23
H -21.12076 2.43518 3.68410 0.21
H -20.37241 2.02635 6.55933 0.24
H -19.71762 3.11814 5.34130 0.25
O -15.89183 -6.20867 13.24203 -0.56
C -15.44198 -5.33871 12.56086 0.79
O -14.91392 -5.58937 11.33908 -0.48
C -14.41566 -4.40824 10.72553 -0.07
C -14.40042 -3.30621 11.82077 -0.43
C -15.37587 -3.85764 12.86025 -0.53
H -14.92494 -4.00000 9.85307 0.19
H -13.38483 -4.60192 10.43296 0.20
H -14.63406 -2.32664 11.41198 0.21
H -13.40986 -3.23730 12.27364 0.21
H -16.36458 -3.40529 12.75533 0.23
H -15.08570 -3.71068 13.89792 0.24
O -22.40572 -2.86453 6.28060 -0.56
C -21.62626 -2.59340 7.14458 0.79
O -21.69357 -3.13631 8.38534 -0.49
C -20.50177 -2.86805 9.15434 -0.07
C -19.59383 -1.97915 8.26038 -0.44
C -20.49326 -1.60814 7.08870 -0.54
H -20.01100 -3.82652 9.28811 0.20
H -20.79777 -2.37226 10.07330 0.19
H -18.68534 -2.53828 8.01958 0.22
H -19.16792 -1.08164 8.71433 0.21
H -20.07030 -1.56692 6.09245 0.26
H -20.94645 -0.64793 7.35945 0.23
O -12.51277 -2.71201 -0.85929 -0.57
C -13.41364 -2.98194 -0.12114 0.79
O -13.45989 -2.52033 1.14853 -0.49
C -14.37475 -3.27272 1.95352 -0.07
C -15.06218 -4.31156 1.02792 -0.44
C -14.49528 -4.03127 -0.35481 -0.53
H -15.08013 -2.56580 2.38432 0.18
H -13.84594 -3.80708 2.73827 0.22
H -16.13283 -4.10439 1.03189 0.21
H -14.93961 -5.32182 1.40652 0.23
H -15.23514 -3.55698 -1.00336 0.23
H -14.03654 -4.84055 -0.91334 0.24
C -16.14687 -1.46518 6.34661 -0.10
C -15.32128 -1.84102 7.56102 -0.10
O -14.71037 -3.08705 7.24308 -0.69
S -15.61383 -3.90094 6.18680 2.56
O -16.27485 -4.97232 6.82861 -0.90
O -14.79594 -4.15949 5.06404 -0.90
O -16.66968 -2.75191 5.92106 -0.70
H -15.51370 -1.05175 5.56181 0.20
H -17.02995 -0.87189 6.54195 0.24
H -15.99688 -1.94590 8.42273 0.17
H -14.56331 -1.12627 7.86949 0.22
C -8.71378 -5.95565 5.01183 -0.10
C -9.30696 -7.31389 5.42515 -0.09
O -10.71899 -7.12953 5.54930 -0.69
S -11.16160 -5.61442 5.49012 2.57
O -11.32872 -5.13104 6.80972 -0.91
O -12.18519 -5.43194 4.53782 -0.89
O -9.80858 -5.05847 4.85676 -0.69
H -8.16698 -6.02017 4.07264 0.20
H -8.03745 -5.53837 5.75741 0.19
H -8.91005 -7.60898 6.39574 0.20
H -9.16551 -8.10944 4.70057 0.21

Entry 2:
68
Properties=species:S:1:pos:R:3:nbo_charge:R:1 method="wB97M-V/def2-TZVPD" orbital_gap_ev=8.383 largest_force_ev_per_a=0.23 spin_multiplicity=1 lumo_energy_ha=0.01413
Tl 0.53861 0.93515 -0.17358 0.76
C -0.78569 0.31307 -5.83420 -0.42
N 0.17766 -0.52437 -5.13961 -0.43
C 1.46219 -0.66162 -5.79724 -0.41
C -0.13168 -1.02496 -3.91098 0.65
O -1.23741 -0.93032 -3.41165 -0.62
C 0.98918 -1.75350 -3.16317 -0.15
O 0.73680 -1.81655 -1.79175 -0.50
C -0.13395 -2.82411 -1.35897 -0.15
C -1.18970 -2.24017 -0.42516 0.69
O -1.32663 -1.04162 -0.26497 -0.63
N -1.98033 -3.14612 0.21034 -0.43
C -2.96078 -2.67472 1.17904 -0.42
C -1.83391 -4.58516 0.11761 -0.41
H -1.03556 -0.11410 -6.80775 0.19
H -1.68415 0.39337 -5.23225 0.25
H -0.36420 1.31015 -5.98973 0.19
H 1.30432 -0.96706 -6.83311 0.20
H 2.00704 0.28806 -5.80595 0.20
H 2.08223 -1.41414 -5.32019 0.21
H 1.10703 -2.75461 -3.59620 0.18
H 1.93452 -1.22371 -3.27052 0.21
H -0.65189 -3.29080 -2.20372 0.20
H 0.44006 -3.58746 -0.82607 0.19
H -2.96919 -1.58964 1.17616 0.26
H -3.95159 -3.04993 0.91535 0.19
H -2.70282 -3.02257 2.18203 0.19
H -1.38141 -4.88879 -0.82218 0.21
H -1.23531 -4.98396 0.94301 0.19
H -2.82289 -5.04112 0.16797 0.21
C -0.98461 -0.68621 4.06857 -0.38
C -0.19353 -0.70489 2.91020 -0.05
N -0.35596 0.41484 2.21567 -0.35
N -1.23652 1.16951 2.89534 -0.32
C -1.63364 0.53175 4.01139 -0.01
B -1.75588 2.53192 2.36923 0.56
N -2.49934 2.30666 1.02957 -0.32
C -3.83215 2.28185 0.84545 -0.02
C -4.08243 1.90653 -0.45946 -0.37
C -2.80657 1.71160 -1.00802 -0.03
N -1.86580 1.96139 -0.10641 -0.35
N -0.59065 3.52651 2.18931 -0.33
C -0.55342 4.79134 2.65522 -0.02
C 0.63300 5.36414 2.25227 -0.37
C 1.26700 4.34461 1.52372 -0.06
N 0.52587 3.24430 1.49112 -0.31
H -1.07133 -1.44382 4.83030 0.22
H 0.48876 -1.46190 2.55300 0.22
H -2.33430 0.98780 4.69277 0.22
H -2.53282 2.98239 3.17060 -0.05
H -4.50683 2.53727 1.64703 0.21
H -5.03905 1.78422 -0.93898 0.22
H -2.53290 1.38154 -2.00002 0.22
H -1.36579 5.19405 3.23922 0.22
H 0.98494 6.36348 2.44774 0.22
H 2.22512 4.36373 1.02474 0.20
C 5.72752 -0.43260 2.21152 -0.41
N 4.36849 -0.24279 1.72713 -0.43
C 3.81587 1.09971 1.58148 -0.42
C 3.56881 -1.30384 1.51296 0.54
O 2.40771 -1.24458 1.14844 -0.63
H 6.29998 0.47330 2.02931 0.21
H 6.21771 -1.24840 1.67986 0.21
H 5.75703 -0.64779 3.28230 0.20
H 4.44968 1.80904 2.10964 0.20
H 2.81122 1.13970 2.00376 0.24
H 3.75076 1.38909 0.53086 0.21
H 4.07355 -2.26410 1.72058 0.11

What did we get for HOMO level? Answer: -9.8 -8.0 eV, in the order shown.